Here is C5H5NO2S in the gas phase from OMol25. Energies are from ωB97M-V/def2-TZVPD.

## Properties
* spin multiplicity: 1
* max |F|: 7.0 eV Å⁻¹
* structure (SMILES): NC(=O)c1sccc1O
* energy above the lowest of the compared OMol25 structures with the same formula, charge and spin: 33.6 kcal per mole
* E_HOMO: -8.32 eV
* M: 143.2 g mol⁻¹
* DFT total energy: -796.89721 a.u.

Structure (XYZ):
```
14
C5H5NO2S (ωB97M-V/def2-TZVPD)
N 1.36329 1.83890 0.26985
C -0.09162 1.82066 0.06262
O -0.82914 2.75583 -0.27169
C -0.53335 0.48680 0.02461
S -2.18839 0.18741 0.03880
C -1.89651 -1.56635 -0.04444
C -0.57576 -1.91875 -0.05490
C 0.34413 -0.86996 -0.07192
O 1.63307 -0.97914 -0.38876
H 1.83915 1.04938 0.77289
H 1.73552 2.69320 0.59163
H -2.65732 -2.23040 0.29312
H -0.22058 -2.86653 -0.14253
H 2.07751 -0.40106 -1.07930
```